ORCA calculation (the ωB97M-V functional and the def2-TZVPD basis) on C3H5NO in the gas phase at a distorted geometry.

Atoms and positions in Å:
C -1.993 0.063 -0.247
C -0.656 -0.015 0.174
C 1.691 -0.559 0.107
N 0.472 -0.832 0.180
O 2.158 0.632 -0.336
H -2.642 0.745 0.160
H -0.573 0.797 1.041
H 2.543 -1.329 0.265
H -2.393 -0.722 -0.855
H 1.394 1.219 -0.488

structure (SMILES): C=C/N=C\O
frontier orbital gap: 0.3478 Eh
HOMO energy: -0.322 Ha
energy relative to the best compared isomer or geometry (same formula, charge and spin): 207.4 kJ/mol

natural (NBO) population analysis, charges in e, atoms 1 to 2: number 1, C, carries -0.44; number 2, C, carries -0.05

ORCA calculation (the ωB97M-V functional and the def2-TZVPD basis) on a molecular structure, CH6N4S at a distorted geometry.

Atoms and positions in Å:
C 1.175 -0.057 -0.144
H -1.268 1.423 1.004
H -1.363 0.355 -0.985
H 1.401 1.868 -0.131
H 0.650 -1.991 -0.616
H -0.980 -1.283 1.462
H -1.518 -0.543 -0.349
N -0.784 1.459 -0.270
N 0.592 1.125 0.185
N 0.211 -1.020 -0.393
N -0.998 -1.241 0.221
S 2.881 -0.095 0.016

frontier orbital gap: 0.2979 Eh
HOMO energy: -0.315 Ha
energy relative to the best compared isomer or geometry (same formula, charge and spin): 635.0 kJ/mol

natural (NBO) population analysis, charges in e, atoms 1 to 2: number 1, C, carries 0.27; number 2, H, carries 0.36